Record 1
{
  "formula": "C6H15NO4S",
  "method": "wB97M-V/def2-TZVPD",
  "de_lowest_kj_mol": 139.27,
  "total_charge": 0,
  "gap_ha": 0.3563,
  "lumo_ev": 0.30,
  "spin_multiplicity": 1,
  "species": ["C", "C", "C", "C", "C", "C", "N", "O", "O", "O", "O", "S", "H", "H", "H", "H", "H", "H", "H", "H", "H", "H", "H", "H", "H", "H", "H"],
  "positions_angstrom": [[-1.7002, -2.3409, -0.3474], [0.1832, -0.7389, 1.5277], [-0.3820, 1.6683, -1.4541], [0.8306, 1.8936, 0.8048], [-0.8027, -1.1405, -0.7936], [-0.2068, -0.2165, 0.2765], [0.0395, 1.0173, -0.1061], [3.2633, 1.0548, -0.7568], [2.9916, -0.2751, 1.4076], [4.5244, -1.0557, -0.2054], [2.0430, -0.9836, -0.7262], [3.2294, -0.5172, -0.0291], [-2.5903, -1.9229, 0.1657], [-1.2548, -2.9406, 0.4039], [-2.0153, -2.9653, -1.1365], [0.0622, -1.8513, 1.5395], [-0.4664, -0.3049, 2.2785], [1.3173, -0.5463, 1.5490], [0.0578, 1.2175, -2.2959], [-1.4475, 1.4978, -1.4196], [-0.1875, 2.7845, -1.4616], [1.8662, 1.4091, 0.8035], [1.1432, 2.8182, 0.3722], [0.1935, 1.9013, 1.6687], [0.1543, -1.4988, -1.3059], [-1.2363, -0.5655, -1.5814], [3.6404, 0.8189, -1.6278]]
}

---

Record 2
{
  "formula": "C6H15NO4S2",
  "method": "wB97M-V/def2-TZVPD",
  "de_lowest_kj_mol": 54.65,
  "total_charge": 0,
  "gap_ha": 0.3138,
  "lumo_ev": 0.23,
  "spin_multiplicity": 1,
  "species": ["C", "C", "C", "C", "C", "C", "N", "O", "O", "O", "O", "S", "S", "H", "H", "H", "H", "H", "H", "H", "H", "H", "H", "H", "H", "H", "H", "H"],
  "positions_angstrom": [[3.4725, -1.4217, 0.7997], [2.6992, -0.1578, 0.4325], [1.8391, -0.3913, -0.8026], [0.4159, 0.1897, -0.7493], [-0.4145, -0.1723, 0.3626], [-2.4728, -0.4485, -0.6701], [0.6531, 1.6722, -0.6916], [-5.0673, -0.2528, -0.1674], [-3.5647, -1.1726, 1.5314], [-3.4802, 1.2343, 0.9610], [-0.5786, 0.7445, 1.3298], [-2.8374, 0.7526, -1.9320], [-3.7756, -0.2847, 0.4439], [2.8010, -2.1589, 1.4625], [3.6365, -2.0431, -0.0804], [4.3661, -1.2859, 1.3734], [2.1351, 0.0532, 1.2814], [3.3252, 0.6995, 0.4088], [2.3230, 0.0311, -1.6696], [1.6687, -1.5003, -0.9148], [-0.1933, -0.0249, -1.6437], [-0.4515, -1.1973, 0.8878], [-2.5135, -1.4466, -1.0148], [1.6961, 1.7840, -0.7703], [-0.2464, 1.5965, 0.8940], [0.3151, 2.1551, -1.5163], [-2.8048, 1.1232, 1.6382], [-2.9459, 1.9226, -1.1840]]
}

---

Record 3
{
  "formula": "C6H15NS",
  "method": "wB97M-V/def2-TZVPD",
  "de_lowest_kj_mol": 125.06,
  "total_charge": -1,
  "gap_ha": [0.2356, 0.2173],
  "lumo_ev": [3.97, 3.46],
  "spin_multiplicity": 2,
  "species": ["C", "C", "S", "N", "C", "C", "C", "C", "H", "H", "H", "H", "H", "H", "H", "H", "H", "H", "H", "H", "H", "H", "H"],
  "positions_angstrom": [[-1.1230, 0.2837, -1.5896], [-1.8368, -0.7216, -0.6418], [-0.8618, -1.7325, 0.5121], [-0.9720, 1.6015, -1.1109], [0.2876, 2.0521, -0.6994], [1.1310, 1.3250, 0.3706], [1.7707, 0.0230, -0.1266], [0.3224, 1.1460, 1.6429], [-0.1958, -0.1724, -1.9862], [-1.8243, 0.3501, -2.4274], [-2.3901, -1.3851, -1.2951], [-2.5313, -0.1499, -0.0635], [-0.5821, -6.4333, 1.6994], [-0.4227, -5.8050, 2.0547], [0.1649, 3.0690, -0.3851], [0.9311, 2.1086, -1.5843], [1.9103, 2.0645, 0.5575], [1.2627, -0.8579, 0.2345], [2.8096, -0.0238, 0.1751], [1.7444, -0.0393, -1.2036], [0.0053, 2.1128, 2.0223], [-0.5193, 0.5209, 1.4431], [0.9194, 0.6634, 2.4014]]
}

---

Record 4
{
  "formula": "C6H15NS",
  "method": "wB97M-V/def2-TZVPD",
  "de_lowest_kj_mol": 491.49,
  "total_charge": 0,
  "gap_ha": [0.3001, 0.3020],
  "lumo_ev": [0.17, 0.23],
  "spin_multiplicity": 1,
  "species": ["C", "C", "C", "C", "C", "C", "N", "S", "H", "H", "H", "H", "H", "H", "H", "H", "H", "H", "H", "H", "H", "H", "H"],
  "positions_angstrom": [[-2.2085, 2.3181, -0.8552], [1.4570, -0.2870, 1.2632], [0.5322, -2.2753, 0.2908], [1.7323, -0.6442, -1.2402], [-1.0277, 1.5887, -0.1675], [0.8673, -0.8901, -0.0408], [-1.6506, -0.5568, 1.6165], [-0.8535, -0.1381, -0.5783], [-2.4987, 3.0779, -0.1734], [-1.8909, 2.8082, -1.7896], [-2.9393, 1.6593, -1.1144], [1.2105, 0.8452, 1.2618], [1.0128, -0.8268, 2.1079], [2.5406, -0.2137, 1.1904], [-0.1021, -2.7290, -0.4154], [0.0475, -2.3718, 1.1952], [1.3912, -2.9373, 0.3073], [2.6761, -1.2823, -1.0624], [1.2899, -0.8474, -2.2706], [2.1944, 0.3665, -1.3007], [-0.9403, 1.8597, 0.8648], [-0.1429, 2.1526, -0.5270], [-2.6971, -0.6765, 1.4377]]
}

---

Record 5
{
  "formula": "C6H15NS2",
  "method": "wB97M-V/def2-TZVPD",
  "de_lowest_kj_mol": 16.82,
  "total_charge": 0,
  "gap_ha": 0.3448,
  "smiles": "CC(C)(C)SSCCN",
  "lumo_ev": 0.63,
  "spin_multiplicity": 1,
  "species": ["C", "C", "C", "C", "S", "S", "C", "C", "N", "H", "H", "H", "H", "H", "H", "H", "H", "H", "H", "H", "H", "H", "H", "H"],
  "positions_angstrom": [[-0.6950, -0.7466, 1.5570], [-0.7261, 0.7687, 1.5327], [-0.7674, 1.3061, 2.9787], [-1.9589, 1.2547, 0.7635], [0.7893, 1.3420, 0.6919], [0.5558, 0.8690, -1.3618], [1.4887, -0.7525, -1.3104], [1.3279, -1.5574, -2.6041], [1.9113, -0.8234, -3.6951], [0.2326, -1.1279, 2.0179], [-1.5393, -1.1693, 2.1179], [-0.8050, -1.0646, 0.5553], [-1.6599, 0.9684, 3.4516], [0.1262, 1.0080, 3.5796], [-0.7654, 2.4244, 2.9342], [-2.8836, 1.0625, 1.3515], [-1.8206, 2.3271, 0.5440], [-2.0421, 0.6867, -0.1994], [1.1514, -1.3218, -0.4616], [2.5513, -0.5397, -1.1724], [1.7754, -2.5396, -2.4814], [0.2583, -1.6566, -2.7985], [1.3353, -0.8411, -4.5682], [2.1599, 0.1227, -3.4231]]
}

---

Record 6
{
  "formula": "C6H15O2",
  "method": "wB97M-V/def2-TZVPD",
  "de_lowest_kj_mol": 150.92,
  "total_charge": -1,
  "gap_ha": 0.2160,
  "lumo_ev": 3.48,
  "spin_multiplicity": 1,
  "species": ["C", "O", "C", "C", "C", "C", "C", "H", "H", "H", "H", "H", "H", "H", "H", "H", "H", "H", "H", "H", "H", "H", "O"],
  "positions_angstrom": [[1.2653, 1.4487, 2.1920], [0.2899, 2.3105, 1.9033], [1.0994, 0.0616, 1.4268], [0.6096, 0.3079, -0.0287], [-0.9079, 0.3498, -0.1787], [-1.1540, 0.0882, -1.7649], [-1.8990, -0.6086, 0.4873], [1.2111, 1.1135, 3.2649], [2.2940, 1.8492, 1.9388], [2.0593, -0.4680, 1.4424], [0.3921, -0.5905, 1.9460], [1.0046, -0.4142, -0.7386], [1.0525, 1.2939, -0.1928], [-1.2181, 1.3898, -0.0960], [-0.5488, 0.7897, -2.3271], [-2.1865, 0.4423, -1.8918], [-1.1114, -0.9398, -2.1025], [-2.5055, -1.1213, -0.2685], [-2.5395, -0.1300, 1.2251], [-1.4683, -1.5210, 0.9209], [1.1778, -2.5533, -2.1223], [1.5248, -1.1383, -2.2835], [1.5588, -1.9601, -2.7520]]
}

---

Record 7
{
  "formula": "C6H15O9Sr",
  "method": "wB97M-V/def2-TZVPD",
  "total_charge": 0,
  "gap_ha": [0.2456, 0.1370],
  "lumo_ev": [-0.87, -3.82],
  "spin_multiplicity": 2,
  "species": ["Sr", "C", "C", "O", "O", "H", "H", "H", "C", "C", "O", "O", "H", "H", "H", "C", "C", "O", "O", "H", "H", "H", "O", "H", "H", "O", "H", "H", "O", "H", "H"],
  "positions_angstrom": [[0.4042, 0.2087, -0.1355], [-3.0515, 0.5262, -3.4006], [-1.9024, 0.2965, -2.4138], [-1.8007, -0.7513, -1.6588], [-1.0440, 1.1841, -2.2722], [-3.0956, -0.2106, -4.2027], [-3.0456, 1.4906, -3.9086], [-3.9110, 0.4921, -2.7312], [1.9892, -3.4104, 1.2343], [0.5834, -3.0936, 1.6911], [0.0219, -2.1493, 1.1152], [0.1165, -3.6311, 2.7318], [2.2135, -3.1608, 0.1972], [2.4132, -4.3672, 1.5392], [2.5984, -2.6677, 1.7494], [-2.2529, 2.2389, 2.8715], [-1.2872, 1.3992, 2.1431], [-0.0872, 1.7079, 1.9190], [-1.6474, 0.2988, 1.5583], [-2.5007, 1.8537, 3.8607], [-3.1504, 2.2434, 2.2530], [-1.6754, 3.1631, 2.8913], [1.8323, -0.9718, -1.8335], [2.6636, -0.9272, -2.3059], [1.2845, -1.5488, -2.3657], [1.3937, 2.4150, -0.9094], [2.3137, 2.5332, -0.6733], [1.1855, 3.1757, -1.4518], [2.7679, 0.4622, 0.8037], [3.3327, 0.8603, 0.1413], [3.3378, 0.3403, 1.5631]]
}

---

Record 8
{
  "formula": "C6H15OS",
  "method": "wB97M-V/def2-TZVPD",
  "de_lowest_kj_mol": 43.81,
  "total_charge": -1,
  "gap_ha": 0.2218,
  "lumo_ev": 3.57,
  "spin_multiplicity": 1,
  "species": ["C", "C", "C", "S", "H", "H", "H", "H", "H", "H", "H", "C", "O", "C", "C", "H", "H", "H", "H", "H", "H", "H", "H"],
  "positions_angstrom": [[0.7591, -3.8478, 1.4690], [1.7471, -2.9296, 0.7651], [1.5296, -1.4414, 1.0841], [-0.0969, -0.7877, 0.6182], [0.8193, -3.7563, 2.5585], [0.9356, -4.8986, 1.2186], [-0.2527, -3.5805, 1.1700], [2.7724, -3.2065, 1.0431], [1.6386, -3.0634, -0.3166], [2.3381, -0.8937, 0.5837], [1.6948, -1.3096, 2.1617], [-1.4855, 2.0454, -1.5529], [-2.8555, 2.3658, -1.2516], [-0.5815, 2.8804, -0.6735], [0.8724, 2.5062, -0.9157], [-1.2872, 0.9881, -1.3444], [-1.2943, 2.2614, -2.6099], [-3.4065, 1.7709, -1.7730], [-0.7693, 3.9413, -0.8652], [-0.8343, 2.6584, 0.3648], [1.1598, 2.5800, -1.9680], [1.5652, 3.1448, -0.3568], [1.0347, 1.4703, -0.6091]]
}

---

Record 9
{
  "formula": "C6H15P3",
  "method": "wB97M-V/def2-TZVPD",
  "de_lowest_kj_mol": 0.00,
  "total_charge": 0,
  "gap_ha": 0.3533,
  "smiles": "CCP1[PH]#P1CC.C=C",
  "lumo_ev": 0.89,
  "spin_multiplicity": 1,
  "species": ["C", "C", "P", "P", "P", "C", "C", "H", "H", "H", "H", "H", "H", "H", "H", "H", "H", "H", "C", "C", "H", "H", "H", "H"],
  "positions_angstrom": [[-3.2272, -0.9337, -1.3020], [-1.9909, -1.5420, -0.6812], [-0.5271, -0.4300, -0.4351], [-0.4238, -0.7577, 1.7302], [-1.4433, 1.0315, 0.8705], [-0.0651, 2.3776, 0.8454], [0.3050, 2.6296, 2.3335], [-3.7972, -0.3320, -0.6091], [-3.0113, -0.3051, -2.1190], [-3.7310, -1.7380, -1.7319], [-1.6009, -2.4354, -1.2804], [-2.3215, -1.9703, 0.2333], [0.7352, -0.0231, 1.7548], [0.7284, 1.8158, 0.2666], [-0.3907, 3.2197, 0.2129], [0.3565, 1.6157, 2.8055], [1.3898, 2.9758, 2.3635], [-0.2553, 3.4439, 2.8975], [2.4634, -1.1101, -1.8639], [2.5875, -2.2814, -1.3125], [2.0062, -0.3468, -1.3483], [2.9773, -0.7981, -2.7162], [2.0178, -2.5210, -0.3796], [3.0767, -3.0704, -1.8162]]
}

---

Record 10
{
  "formula": "C6H16",
  "method": "wB97M-V/def2-TZVPD",
  "de_lowest_kj_mol": 145.74,
  "total_charge": -1,
  "gap_ha": [0.0955, 0.4155],
  "lumo_ev": [4.04, 3.95],
  "spin_multiplicity": 2,
  "species": ["C", "C", "C", "C", "H", "H", "H", "H", "H", "H", "H", "H", "H", "H", "C", "C", "H", "H", "H", "H", "H", "H"],
  "positions_angstrom": [[-0.1263, 1.3455, 0.6357], [-0.9525, 2.7232, 0.7306], [1.4319, 1.5595, 0.5762], [-0.4048, 0.5077, 1.8949], [-0.4466, 0.7541, -0.2317], [-0.2785, 3.4835, 0.9587], [1.8253, 2.0736, 1.5843], [2.0809, 0.7386, 0.4766], [1.6999, 2.3285, -0.0708], [-0.0628, 0.8655, 2.9258], [-1.4658, 0.4607, 1.8653], [-1.7570, 2.6226, 1.6107], [-1.3479, 2.9025, -0.2640], [0.2534, -0.3692, 1.7899], [0.5360, -2.6832, -2.2015], [-0.7283, -2.7832, -1.3473], [1.3800, -3.4038, -1.8791], [0.4581, -2.8797, -3.2140], [0.8473, -1.6288, -2.1858], [-1.5509, -2.2126, -1.8862], [-0.5275, -2.5087, -0.3783], [-0.8639, -3.8963, -1.3902]]
}

---

Electronic energy: -26978.6137; -37812.4751; -18788.3883; -18785.4956; -29625.9502; -10559.0815; -25730.0193; -19348.7701; -34329.4344; -6478.4377 (eV)
Largest force on an atom: 4.7; 5.5; 1.2; 3.2; 2.5; 3.5; 5.6; 0.4; 2.2; 4.6 (eV/A)